A structure of composition C21H27BN2OP2Zr, computed with ωB97M-V/def2-TZVPD.

Calculated values
- E (eV) = -47755.8212
- HOMO energy (spin up / spin down) (eV) = -12.50 / -12.51
- orbital gap (spin up / spin down) (eV) = 4.096 / 4.098
- relative energy (zero: lowest compared OMol25 entry of this formula, charge and spin) (eV) = 6.0994

ORCA input file:
```
! wB97M-V def2-TZVPD RIJCOSX def2/J DEFGRID3
* xyz 2 1
C 1.204 -3.674 1.008
C 0.935 -2.526 0.252
C -0.263 -1.818 0.540
C -1.169 -2.334 1.438
C -0.889 -3.456 2.204
C 0.319 -4.127 1.988
C -2.457 -1.532 1.695
C -2.906 -0.766 0.384
C -1.900 -0.327 -0.448
C -2.207 0.358 -1.656
C -3.550 0.663 -1.898
C -4.551 0.278 -1.011
C -4.240 -0.455 0.137
H 2.139 -4.212 0.819
H -1.621 -3.788 2.947
H 0.563 -5.010 2.577
H -3.302 -2.284 1.731
H -3.798 1.221 -2.807
H -5.587 0.546 -1.218
H -5.003 -0.795 0.845
N -0.547 -0.519 -0.002
Zr 0.733 0.898 0.024
C 1.922 -2.052 -0.811
H 1.437 -1.930 -1.796
H 2.737 -2.782 -0.923
C -1.128 0.791 -2.645
H -0.491 -0.057 -2.950
H -1.585 1.210 -3.552
P 2.809 -0.460 -0.417
P -0.016 2.169 -2.047
C -1.165 3.565 -1.944
H -0.658 4.382 -1.413
H -1.445 3.900 -2.952
H -2.066 3.288 -1.383
C 1.029 2.555 -3.473
H 0.414 2.672 -4.377
H 1.561 3.494 -3.264
H 1.772 1.761 -3.628
C 3.768 -0.916 1.055
H 4.788 -1.188 0.754
H 3.805 -0.045 1.723
H 3.302 -1.750 1.593
C 4.039 -0.274 -1.723
H 4.599 0.652 -1.537
H 4.727 -1.131 -1.713
H 3.547 -0.198 -2.703
C -2.128 -0.425 2.544
O -1.753 0.670 2.619
H -2.707 -1.450 2.824
B 1.209 3.095 4.224
C 1.067 2.420 2.876
N 0.971 1.902 1.815
H 0.209 3.763 4.416
H 2.203 3.802 4.189
H 1.325 2.226 5.070
*
```


A structure of composition C15H31NO3P2V, computed with ωB97M-V/def2-TZVPD.

Calculated values
- E (eV) = -67930.7419
- expectation value of S² = 0.843
- HOMO energy (spin up / spin down) (eV) = -12.11 / -11.74
- orbital gap (spin up / spin down) (eV) = 2.590 / 2.354
- relative energy (zero: lowest compared OMol25 entry of this formula, charge and spin) (eV) = 0.0000

ORCA input file:
```
! wB97M-V def2-TZVPD RIJCOSX def2/J DEFGRID3
* xyz 2 2
P 0.642 -2.176 -1.760
P 0.414 2.247 -1.363
C 0.281 -0.516 -2.521
C 1.153 0.637 -1.944
H -0.794 -0.314 -2.341
H 0.533 -0.655 -3.623
H 1.713 0.305 -1.049
H 1.927 0.888 -2.694
C -1.184 2.572 -2.161
H -1.773 3.213 -1.488
H -1.768 1.649 -2.311
H -1.074 3.103 -3.121
C 1.589 3.547 -1.801
H 1.357 3.941 -2.810
H 2.614 3.146 -1.780
H 1.522 4.356 -1.060
C -0.443 -3.332 -2.613
H -0.289 -4.322 -2.162
H -0.227 -3.372 -3.691
H -1.494 -3.042 -2.487
C 2.322 -2.733 -2.085
H 3.061 -1.952 -1.850
H 2.436 -3.032 -3.142
H 2.502 -3.608 -1.438
V -0.691 -0.110 -4.890
C 0.074 1.495 -5.729
C -1.408 1.541 -5.640
C -2.304 0.936 -6.667
C -1.945 -0.502 -7.152
C -1.142 -1.402 -6.259
C 0.329 -1.345 -6.021
C 1.254 -0.487 -6.832
C 0.827 0.984 -6.932
C 0.207 -2.136 -0.034
H 0.579 2.308 -5.204
H -1.832 2.349 -5.043
H -2.363 1.594 -7.551
H -3.340 0.941 -6.292
H -2.911 -1.002 -7.334
H -1.527 -0.420 -8.166
H -1.592 -2.393 -6.070
H 0.779 -2.289 -5.684
H 1.350 -0.910 -7.843
H 2.280 -0.555 -6.445
H 1.749 1.581 -7.031
H 0.304 1.143 -7.891
H 0.921 -1.519 0.529
H 0.241 -3.177 0.320
H -0.804 -1.724 0.101
O -1.376 1.152 1.903
N -1.196 1.056 0.729
O 0.217 2.125 0.172
O -1.816 0.539 -0.172
*
```


A cluster of 3 separate species, C4H14N2O2 in total, computed with ωB97M-V/def2-TZVPD.

Calculated values
- E (eV) = -11450.5069
- HOMO energy (eV) = -7.66
- orbital gap (eV) = 8.438
- relative energy (zero: lowest compared OMol25 entry of this formula, charge and spin) (eV) = 0.1832

ORCA input file:
```
! wB97M-V def2-TZVPD RIJCOSX def2/J DEFGRID3
* xyz 0 1
C 0.979 -2.158 0.139
C 0.053 -1.737 -1.005
C -0.751 -0.518 -0.676
C -0.538 0.672 -1.228
N -1.302 1.821 -0.845
N -1.800 -0.681 0.262
H 1.540 -3.056 -0.130
H 0.422 -2.377 1.052
H 1.682 -1.360 0.381
H -0.629 -2.557 -1.247
H 0.642 -1.557 -1.906
H 0.280 0.834 -1.912
H -1.240 2.557 -1.535
H -2.280 1.561 -0.747
H -1.758 -1.572 0.744
H -1.792 0.049 0.966
H 1.572 1.145 1.125
H 3.093 1.325 1.204
O 2.412 0.796 0.778
H -0.556 2.030 0.853
H 0.062 2.843 2.010
O -0.093 1.940 1.717
*
```


A cluster of 2 separate species, C7H17NO in total, computed with ωB97M-V/def2-TZVPD.

Calculated values
- E (eV) = -11071.2028
- HOMO energy (eV) = -8.87
- orbital gap (eV) = 9.579
- relative energy (zero: lowest compared OMol25 entry of this formula, charge and spin) (eV) = 1.9355

ORCA input file:
```
! wB97M-V def2-TZVPD RIJCOSX def2/J DEFGRID3
* xyz 0 1
C 0.914 0.473 2.916
C 1.745 0.193 1.615
C 0.838 -0.139 0.452
C -0.179 0.989 0.096
C -1.187 0.387 -3.635
C -0.705 0.215 -2.199
C -0.378 1.202 -1.375
N 2.715 -0.862 1.761
H 1.268 -0.153 3.741
H -0.140 0.206 2.783
H 0.904 1.544 3.149
H 2.292 1.123 1.457
H 0.290 -1.038 0.714
H 1.418 -0.335 -0.459
H 0.103 1.881 0.657
H -1.104 0.730 0.605
H -0.465 0.969 -4.199
H -1.221 -0.568 -4.162
H -2.128 0.925 -3.648
H -0.967 -0.775 -1.841
H -0.273 2.213 -1.768
H 2.426 -1.782 1.478
H 3.290 -0.875 2.590
H -2.758 -2.050 0.420
H -3.166 -2.257 -1.019
O -3.532 -2.214 -0.128
*
```


A structure of composition FH2IP2, computed with ωB97M-V/def2-TZVPD.

Calculated values
- E (eV) = -29425.6593
- HOMO energy (spin up / spin down) (eV) = -8.71 / -9.51
- orbital gap (spin up / spin down) (eV) = 7.632 / 7.823
- relative energy (zero: lowest compared OMol25 entry of this formula, charge and spin) (eV) = 2.8911

ORCA input file:
```
! wB97M-V def2-TZVPD RIJCOSX def2/J DEFGRID3
* xyz 0 1
F -1.260 1.856 -0.069
P 0.016 1.127 0.628
P 0.641 -0.083 -1.063
I 2.428 -1.091 0.198
H -0.767 0.142 1.247
H -1.059 -1.951 -0.940
*
```


A cluster of 9 separate species, C30H78O27S8 in total, computed with ωB97M-V/def2-TZVPD.

Calculated values
- E (eV) = -174325.4061
- HOMO energy (eV) = -9.77
- orbital gap (eV) = 9.804
- relative energy (zero: lowest compared OMol25 entry of this formula, charge and spin) (eV) = 7.2300

ORCA input file:
```
! wB97M-V def2-TZVPD RIJCOSX def2/J DEFGRID3
* xyz 0 1
O -0.653 -5.840 6.695
S -0.545 -4.426 6.427
O -1.037 -3.392 7.379
O 1.068 -4.152 5.959
C 2.093 -4.646 6.775
C 1.876 -4.107 8.218
C -1.342 -4.120 4.705
H 3.061 -4.285 6.427
H 1.886 -5.715 6.718
H 2.711 -4.388 8.858
H 0.965 -4.621 8.524
H 1.741 -3.026 8.272
H -0.797 -4.645 3.921
H -1.503 -3.066 4.477
H -2.370 -4.481 4.728
O -4.836 -5.210 -5.396
S -4.645 -3.825 -4.867
O -3.706 -2.865 -5.547
O -6.146 -3.118 -4.848
C -6.508 -2.541 -6.192
C -7.814 -1.728 -6.108
C -4.319 -3.919 -3.072
H -6.756 -3.370 -6.854
H -5.831 -1.744 -6.502
H -7.734 -0.931 -5.370
H -8.631 -2.377 -5.790
H -8.079 -1.241 -7.047
H -3.418 -4.485 -2.839
H -5.154 -4.489 -2.666
H -4.087 -2.922 -2.698
O -0.825 4.320 7.533
S 0.518 4.272 6.937
O 0.935 3.410 5.852
O 1.158 5.864 6.824
C 1.037 6.743 7.898
C 1.835 7.996 7.591
C 1.530 3.664 8.278
H 1.446 6.142 8.711
H -0.048 6.840 7.926
H 1.525 8.525 6.691
H 2.915 7.849 7.619
H 1.542 8.818 8.244
H 0.818 3.455 9.076
H 2.296 4.346 8.648
H 1.967 2.727 7.933
O 7.565 -0.818 1.410
S 8.188 0.474 1.771
O 7.943 1.718 1.002
O 7.691 0.891 3.293
C 6.738 0.005 3.901
C 6.673 0.165 5.488
C 9.971 0.315 2.082
H 6.804 -1.040 3.597
H 5.739 0.179 3.503
H 6.114 -0.651 5.944
H 6.293 1.135 5.811
H 7.726 0.108 5.767
H 10.081 -0.702 2.458
H 10.190 1.140 2.760
H 10.491 0.461 1.136
O 6.902 0.504 -6.979
S 5.923 0.089 -7.954
O 5.878 -1.291 -8.515
O 4.350 0.678 -7.470
C 4.433 1.700 -6.542
C 2.971 2.084 -6.393
C 6.178 1.333 -9.285
H 4.985 2.597 -6.823
H 4.870 1.428 -5.582
H 2.790 2.702 -5.514
H 2.416 1.146 -6.381
H 2.764 2.568 -7.348
H 5.239 1.245 -9.832
H 7.043 1.094 -9.904
H 6.340 2.366 -8.976
O 12.718 -6.326 -4.592
S 11.334 -6.250 -5.064
O 11.069 -6.723 -6.432
O 10.394 -6.968 -3.857
C 9.132 -7.542 -4.307
C 7.976 -6.707 -3.731
C 10.837 -4.477 -4.921
H 9.126 -8.570 -3.944
H 8.967 -7.593 -5.383
H 7.857 -6.905 -2.665
H 6.972 -6.903 -4.107
H 8.124 -5.627 -3.746
H 9.795 -4.269 -5.164
H 11.480 -3.941 -5.619
H 10.929 -4.035 -3.929
O -9.194 7.178 -6.272
S -9.321 6.175 -5.194
O -10.190 4.999 -5.289
O -7.823 5.539 -4.968
C -6.666 6.330 -4.978
C -5.784 5.769 -6.093
C -9.498 6.909 -3.451
H -6.106 6.158 -4.059
H -6.867 7.399 -5.052
H -6.152 5.823 -7.118
H -5.506 4.735 -5.886
H -4.854 6.337 -6.130
H -9.878 6.159 -2.757
H -10.315 7.598 -3.667
H -8.612 7.463 -3.143
O -8.809 1.771 7.644
S -8.865 0.733 6.592
O -9.756 -0.423 6.791
O -9.183 1.488 5.150
C -9.790 0.709 4.144
C -10.133 1.644 2.943
C -7.111 0.060 6.227
H -10.723 0.271 4.500
H -8.926 0.167 3.759
H -11.050 2.180 3.185
H -10.336 1.126 2.006
H -9.355 2.347 2.643
H -6.439 0.918 6.246
H -7.189 -0.489 5.289
H -6.816 -0.488 7.122
C 0.870 -3.927 -0.309
O 0.618 -2.597 0.196
C 1.026 -1.578 -0.736
C 0.603 -0.291 -0.085
O -0.763 -0.202 0.367
C -1.502 1.089 0.206
C -2.960 0.992 0.732
O -3.753 0.158 -0.033
C -4.294 0.788 -1.307
H 1.919 -4.223 -0.285
H 0.464 -4.158 -1.294
H 0.313 -4.650 0.287
H 0.514 -1.575 -1.698
H 2.111 -1.528 -0.820
H 0.843 0.545 -0.741
H 1.338 -0.170 0.710
H -1.485 1.399 -0.838
H -0.988 1.957 0.619
H -3.521 1.922 0.830
H -2.840 0.623 1.751
H -3.543 1.125 -2.022
H -4.920 1.638 -1.033
H -4.938 0.000 -1.696
*
```


A structure of composition C10H32F3O10PtS, computed with ωB97M-V/def2-TZVPD.

Calculated values
- E (eV) = -53580.8619
- expectation value of S² = 2.015
- HOMO energy (spin up / spin down) (eV) = -11.32 / -11.32
- orbital gap (spin up / spin down) (eV) = 2.998 / 2.865

ORCA input file:
```
! wB97M-V def2-TZVPD RIJCOSX def2/J DEFGRID3
* xyz 1 3
Pt -8.612 -3.091 -6.013
C -4.814 -6.945 -10.393
F -4.450 -8.089 -11.054
F -4.162 -6.755 -9.283
F -4.638 -5.874 -11.171
S -6.773 -6.986 -10.092
O -7.354 -6.999 -11.432
O -6.953 -8.230 -9.320
O -7.115 -5.855 -9.231
O -9.896 -6.599 -15.874
H -9.842 -6.857 -14.953
H -9.018 -6.762 -16.220
O -1.148 -5.354 -4.802
H -1.073 -6.264 -5.089
H -0.496 -4.884 -5.321
O -9.650 -1.101 -8.983
H -10.260 -1.276 -9.699
H -9.470 -0.163 -9.044
O -9.693 -11.826 -6.150
H -10.532 -12.033 -6.562
H -9.238 -11.281 -6.792
C -4.414 0.887 -14.164
C -3.338 -0.151 -14.606
C -3.877 -0.970 -15.727
O -2.132 0.405 -14.990
H -4.059 1.450 -13.300
H -5.182 0.395 -13.568
H -4.810 1.503 -14.971
H -3.182 -0.752 -13.710
H -4.620 -1.663 -15.330
H -3.052 -1.577 -16.100
H -4.119 -0.440 -16.648
H -1.734 0.719 -14.175
C -3.567 -9.530 -17.286
C -3.682 -8.470 -18.371
C -2.907 -8.865 -19.716
O -5.102 -8.167 -18.609
H -3.914 -10.506 -17.626
H -4.188 -9.329 -16.413
H -2.528 -9.579 -16.961
H -3.198 -7.549 -18.048
H -3.114 -8.106 -20.470
H -3.284 -9.850 -19.993
H -1.833 -8.939 -19.542
H -5.116 -7.397 -19.183
C -12.911 -10.302 -12.726
C -12.843 -11.724 -13.337
C -11.434 -12.094 -13.738
O -13.391 -12.595 -12.359
H -13.966 -10.053 -12.620
H -12.533 -9.519 -13.384
H -12.440 -10.252 -11.745
H -13.460 -11.612 -14.229
H -10.875 -12.117 -12.802
H -11.028 -11.566 -14.600
H -11.362 -13.157 -13.968
H -14.331 -12.714 -12.515
*
```


A structure of composition C2HFHoO2, computed with ωB97M-V/def2-TZVPD.

Calculated values
- E (eV) = -34682.9403
- expectation value of S² = 6.016
- HOMO energy (spin up / spin down) (eV) = -11.17 / -11.50
- orbital gap (spin up / spin down) (eV) = 4.949 / 5.274
- relative energy (zero: lowest compared OMol25 entry of this formula, charge and spin) (eV) = 3.8789

ORCA input file:
```
! wB97M-V def2-TZVPD RIJCOSX def2/J DEFGRID3
* xyz 1 5
C 0.917 0.078 0.212
H 1.556 -0.055 -0.673
F 1.731 1.051 0.853
O -0.130 -1.311 -0.109
C -0.715 -0.316 -0.664
O -1.205 0.753 -1.083
Ho -2.153 -0.200 1.464
*
```


A cluster of 9 separate species, C31H62Cl16N3O4PS in total, computed with ωB97M-V/def2-TZVPD.

Calculated values
- E (eV) = -266292.1276
- HOMO energy (eV) = -8.87
- orbital gap (eV) = 8.963
- relative energy (zero: lowest compared OMol25 entry of this formula, charge and spin) (eV) = 0.0000

ORCA input file:
```
! wB97M-V def2-TZVPD RIJCOSX def2/J DEFGRID3
* xyz 0 1
C -3.397 -2.194 -1.372
C -2.785 -2.476 -2.836
C -1.414 -3.336 -2.768
C -0.256 -2.527 -1.983
C 1.188 -3.191 -2.331
C 2.290 -2.030 -2.131
C 3.414 -2.595 -1.131
C 3.022 -2.270 0.412
C 4.014 -1.097 0.925
C 3.471 0.265 0.284
C 3.702 1.569 1.188
C 2.808 2.757 0.562
C 1.483 2.909 1.432
C 0.509 4.130 0.963
C 0.764 5.568 1.647
C 2.303 5.959 1.854
C 2.934 6.849 0.697
N 4.008 6.458 -0.186
O 2.474 8.023 0.580
C -0.898 3.598 1.622
C -0.981 3.312 3.180
S -2.148 1.901 3.483
C -1.147 0.403 3.024
C -1.370 -0.098 1.516
C -1.890 4.611 0.904
O -2.765 5.370 1.337
N -1.459 4.459 -0.532
C 0.014 4.055 -0.565
P 0.694 5.192 -1.888
N 2.189 4.906 -2.354
O 0.643 6.854 -1.446
O -0.314 5.000 -3.276
H -4.284 -2.866 -1.136
H -3.731 -1.100 -1.325
H -2.629 -2.352 -0.540
H -3.510 -3.065 -3.487
H -2.535 -1.481 -3.343
H -1.626 -4.355 -2.287
H -1.108 -3.540 -3.865
H -0.302 -1.424 -2.246
H -0.426 -2.598 -0.846
H 1.391 -4.056 -1.612
H 1.202 -3.630 -3.389
H 1.744 -1.115 -1.705
H 2.770 -1.728 -3.128
H 4.406 -2.098 -1.425
H 3.583 -3.718 -1.254
H 3.069 -3.197 1.070
H 1.936 -1.930 0.383
H 5.043 -1.360 0.494
H 4.108 -1.089 2.058
H 2.334 0.158 0.157
H 3.888 0.442 -0.768
H 4.795 1.887 1.186
H 3.303 1.379 2.245
H 3.459 3.682 0.496
H 2.477 2.389 -0.477
H 1.812 3.183 2.502
H 0.921 1.920 1.494
H 0.287 6.430 1.049
H 0.281 5.651 2.688
H 3.003 5.087 2.054
H 2.342 6.610 2.802
H 4.104 7.095 -0.983
H 3.919 5.494 -0.523
H -1.141 2.591 1.120
H -1.465 4.236 3.671
H 0.008 3.161 3.713
H -0.044 0.679 3.201
H -1.377 -0.470 3.713
H -0.503 0.181 0.812
H -1.419 -1.238 1.514
H -2.335 0.286 1.040
H -1.928 3.559 -0.738
H 0.050 2.922 -0.773
H 2.538 4.133 -1.771
H 0.166 7.287 -2.198
H -0.871 4.208 -3.127
C -0.241 -4.007 2.912
Cl -1.894 -3.473 3.241
Cl 0.830 -2.631 2.621
H 0.127 -4.567 3.771
H -0.245 -4.644 2.030
C -5.685 -3.402 4.860
Cl -4.927 -2.376 3.636
Cl -5.437 -5.115 4.501
H -5.246 -3.177 5.830
H -6.754 -3.196 4.881
C -1.026 -6.998 -4.610
Cl -2.674 -6.458 -4.264
Cl 0.055 -5.626 -4.879
H -0.659 -7.576 -3.764
H -1.038 -7.619 -5.504
C 1.593 -0.315 -5.386
Cl 2.180 -1.729 -6.268
Cl 0.056 -0.656 -4.582
H 2.330 -0.035 -4.635
H 1.450 0.506 -6.087
C -4.763 4.085 -1.141
Cl -4.145 2.675 -2.018
Cl -6.309 3.727 -0.366
H -4.044 4.373 -0.378
H -4.901 4.905 -1.844
C -8.173 -7.052 6.871
Cl -9.462 -8.194 7.270
Cl -8.667 -5.955 5.576
H -7.933 -6.467 7.757
H -7.296 -7.608 6.547
C 5.928 2.685 -2.573
Cl 4.849 3.089 -1.231
Cl 5.171 1.528 -3.674
H 6.165 3.594 -3.123
H 6.841 2.247 -2.173
C 1.020 -6.731 -0.120
Cl -0.176 -5.470 -0.452
Cl 2.364 -6.659 -1.266
H 1.408 -6.594 0.888
H 0.539 -7.704 -0.201
*
```


A cluster of 2 separate species, C4H4O in total, computed with ωB97M-V/def2-TZVPD.

Calculated values
- E (eV) = -6255.1141
- HOMO energy (eV) = -9.38
- orbital gap (eV) = 8.758
- relative energy (zero: lowest compared OMol25 entry of this formula, charge and spin) (eV) = 4.2653

ORCA input file:
```
! wB97M-V def2-TZVPD RIJCOSX def2/J DEFGRID3
* xyz 0 1
C -1.851 0.346 0.291
C 1.754 -0.063 0.024
C -2.048 -0.879 -0.032
C 1.539 1.207 0.009
O 1.940 -1.211 0.024
H -3.010 -1.369 -0.073
H -1.229 -1.534 -0.298
H 0.552 1.607 0.149
H 2.353 1.896 -0.094
*
```